{
  "formula": "C26H50BrN5O6P2Sn",
  "method": "wB97M-V/def2-TZVPD",
  "energy_ev": -141953.0592,
  "homo_energy_ev": -13.72,
  "e_lumo_ev": -4.2,
  "total_charge": 2,
  "largest_force_ha_per_bohr": 0.007,
  "gap_ev": 9.5,
  "e_above_lowest_kj_mol": 0.0,
  "species": ["Sn", "Br", "P", "P", "O", "O", "O", "O", "O", "O", "N", "N", "N", "N", "N", "C", "C", "C", "C", "C", "C", "C", "C", "C", "C", "C", "C", "C", "C", "C", "C", "C", "C", "C", "C", "C", "C", "C", "C", "C", "C", "H", "H", "H", "H", "H", "H", "H", "H", "H", "H", "H", "H", "H", "H", "H", "H", "H", "H", "H", "H", "H", "H", "H", "H", "H", "H", "H", "H", "H", "H", "H", "H", "H", "H", "H", "H", "H", "H", "H", "H", "H", "H", "H", "H", "H", "H", "H", "H", "H", "H"],
  "xyz": [[-0.304292, 0.745949, -0.462972], [-1.918490, -1.346791, -3.950574], [1.703066, -1.434708, 1.665105], [0.142438, -2.738917, -0.489623], [-0.006434, 3.682001, -0.832386], [1.100447, -0.149735, 1.205427], [-0.147505, -1.350598, -1.008115], [1.206289, -2.652177, 0.715047], [0.433729, 0.953665, -2.728370], [2.004701, 1.811921, -0.744711], [-2.671121, 0.517916, -2.059917], [1.238168, -1.916102, 3.145027], [0.878159, -3.782466, -1.483286], [-1.250427, -3.411718, -0.002602], [3.330213, -1.385955, 1.592930], [-0.663667, 2.118548, 2.911958], [-0.575705, 4.584662, 2.425045], [-3.117426, -0.139417, -3.112684], [2.107546, 3.033678, -0.003349], [0.128087, -4.335339, -2.616987], [-4.387797, 0.006758, -3.649886], [1.847066, 0.755389, -2.842746], [0.935159, -3.283896, 3.553823], [-0.862961, 4.667699, -1.387056], [-1.341685, 0.910047, 2.977587], [4.129879, -2.427391, 2.239269], [-2.642544, 0.818356, 2.515150], [2.326402, -3.920886, -1.612371], [-5.242420, 0.907176, -3.037706], [1.525320, -1.003527, 4.254472], [-3.509143, 1.388394, -1.480094], [1.300821, 4.157579, -0.606529], [-4.795471, 1.616625, -1.929498], [-1.275838, 3.257562, 2.398364], [-2.583379, 3.150874, 1.929194], [-1.262353, -4.766925, 0.554348], [3.994616, -0.721818, 0.475143], [-2.373943, -2.578862, 0.429911], [2.557950, 1.838597, -2.061795], [-3.263336, 1.946497, 1.990089], [-0.093269, 1.899608, -3.672015], [2.422650, -1.315230, 4.795478], [0.395180, -3.821751, -3.542870], [-2.195139, -5.254940, 0.273727], [-0.433120, -5.346791, 0.155845], [5.095963, -2.005806, 2.514614], [-0.892296, 5.166477, 3.292641], [-5.428269, 2.331531, -1.423550], [0.449839, 2.843490, -3.616460], [2.141559, 0.745191, -3.893162], [2.554582, -4.961523, -1.842104], [-0.482734, 5.023756, -2.349613], [4.298775, -3.282249, 1.577943], [2.822679, -3.659390, -0.682472], [1.732971, 2.783392, 0.990131], [2.401546, 2.812252, -2.527082], [3.642151, -2.774203, 3.147011], [4.969295, -0.364081, 0.806628], [3.159023, 3.320832, 0.083524], [0.368340, -5.393805, -2.718198], [0.347378, 2.191685, 3.297643], [3.400768, 0.133448, 0.157877], [0.821548, -3.927801, 2.687530], [-4.290851, 1.889524, 1.652104], [1.731920, -3.685592, 4.185555], [-4.686746, -0.564459, -4.515748], [-2.281704, -2.295713, 1.482872], [-1.837315, 4.205332, -1.531619], [-0.853923, 0.042540, 3.403123], [1.741069, 4.525591, -1.542119], [0.007122, -3.294185, 4.127760], [0.683378, -1.000574, 4.947551], [-0.805950, 5.179386, 1.541372], [-6.241713, 1.052965, -3.424187], [-3.083540, 4.033259, 1.546094], [4.151183, -1.405348, -0.366295], [-1.196106, -4.745513, 1.644917], [-3.183947, -0.116315, 2.594294], [-3.292545, -3.150917, 0.303773], [-0.021503, 1.476242, -4.673792], [2.052552, -0.230087, -2.418735], [-3.121424, 1.916565, -0.614352], [3.634753, 1.651714, -2.015078], [-1.133730, 2.065889, -3.413827], [0.505930, 4.465519, 2.496615], [-2.445202, -1.684309, -0.185722], [1.669961, 0.009493, 3.881980], [1.300492, 4.998675, 0.096773], [-0.968227, 5.523181, -0.714714], [-0.941356, -4.231211, -2.453062], [2.713883, -3.298407, -2.423231]],
  "atomic_forces_ev_per_a": [[-0.229, 0.152, 0.266], [-0.026, -0.016, -0.003], [0.025, -0.072, 0.085], [-0.125, 0.124, -0.067], [-0.039, -0.080, -0.034], [0.139, 0.071, -0.165], [0.286, -0.051, -0.017], [-0.024, 0.014, 0.019], [0.101, -0.154, -0.100], [-0.118, -0.110, -0.222], [0.060, 0.087, 0.163], [-0.019, 0.009, -0.100], [-0.125, -0.044, 0.037], [0.116, 0.021, 0.080], [-0.099, -0.015, 0.010], [0.056, 0.105, 0.006], [0.038, 0.070, 0.002], [0.025, -0.112, -0.120], [0.176, -0.073, 0.134], [-0.003, 0.009, -0.012], [0.006, 0.016, 0.038], [-0.085, 0.011, 0.101], [-0.016, -0.037, 0.010], [-0.050, 0.038, -0.010], [0.063, -0.075, 0.010], [0.004, 0.006, 0.007], [-0.132, -0.092, -0.037], [0.033, 0.027, 0.011], [0.043, 0.013, 0.040], [0.029, 0.013, 0.021], [-0.093, 0.040, -0.024], [0.035, 0.117, -0.033], [0.035, -0.032, -0.017], [0.072, -0.027, 0.054], [-0.020, 0.058, -0.033], [-0.018, -0.009, -0.041], [-0.018, 0.089, 0.012], [-0.033, 0.023, -0.047], [0.082, -0.014, -0.001], [-0.057, -0.062, 0.003], [0.053, -0.025, 0.068], [-0.007, 0.020, 0.007], [0.000, -0.012, -0.008], [0.011, -0.022, -0.002], [0.010, -0.007, 0.016], [-0.003, -0.010, 0.000], [-0.004, -0.012, 0.006], [-0.019, 0.003, -0.006], [-0.013, 0.016, -0.020], [0.034, 0.048, 0.006], [0.013, 0.003, 0.008], [0.003, -0.010, 0.000], [0.008, 0.006, 0.003], [0.007, 0.009, -0.009], [-0.024, 0.021, 0.002], [-0.008, 0.004, 0.012], [-0.003, -0.018, -0.009], [0.004, -0.001, 0.005], [-0.018, 0.033, 0.010], [-0.005, 0.001, -0.010], [0.015, -0.012, 0.000], [0.013, -0.048, -0.031], [0.001, -0.016, 0.001], [-0.006, -0.007, 0.013], [-0.007, 0.002, -0.003], [0.006, -0.008, -0.007], [-0.017, 0.002, -0.001], [-0.009, 0.005, -0.006], [-0.016, -0.010, -0.027], [-0.024, -0.001, 0.003], [0.005, -0.005, 0.000], [0.006, 0.001, 0.004], [-0.010, -0.009, -0.006], [-0.016, 0.009, 0.000], [-0.005, 0.010, -0.008], [0.003, 0.005, -0.018], [-0.011, -0.012, 0.000], [-0.026, 0.023, -0.012], [-0.003, 0.003, 0.007], [-0.008, 0.018, -0.004], [-0.026, 0.020, 0.034], [-0.007, -0.012, -0.029], [-0.006, -0.020, -0.029], [-0.032, -0.007, 0.003], [0.007, 0.001, 0.001], [0.016, -0.014, 0.011], [0.008, 0.002, 0.015], [0.004, -0.007, 0.001], [0.012, -0.003, -0.002], [-0.011, 0.007, -0.011], [0.010, -0.001, -0.002]]
}